1.
Formula: C38H93N6NaO8
Source: the Open Molecules 2025 dataset
Level of theory: wB97M-V/def2-TZVPD

Each line ends with the Löwdin charge.
Positions of all 146 atoms, in Å:
Na: 0.985 3.149 -3.093  0.521
C: 1.248 -0.115 -0.841  -0.096
C: 0.034 0.814 -1.011  -0.495
O: -0.438 1.095 -2.299  -0.340
H: 2.111 0.474 -1.154  0.041
H: 1.182 -0.960 -1.527  0.055
H: 1.440 -0.452 0.178  0.039
H: 0.309 1.700 -0.437  0.046
H: -0.783 0.431 -0.401  0.070
C: 2.549 3.084 1.171  -0.028
C: 3.294 3.952 0.089  -0.367
C: 4.689 3.364 -0.371  -0.145
O: 5.642 4.241 -0.994  -0.186
C: 6.747 3.659 -1.605  -0.135
N: 2.392 4.029 -1.017  0.043
H: 1.634 3.577 1.498  0.063
H: 3.231 2.975 2.015  0.067
H: 2.194 2.126 0.791  0.054
H: 3.469 4.926 0.545  0.142
H: 4.536 2.559 -1.090  0.098
H: 5.154 2.973 0.534  0.122
H: 6.599 3.019 -2.475  0.078
H: 7.330 3.059 -0.907  0.086
H: 7.456 4.444 -1.868  0.091
H: 1.556 4.499 -0.699  0.034
H: 2.773 4.816 -1.524  0.092
C: -5.775 3.097 -0.628  -0.037
C: -4.221 3.167 -0.218  -0.394
C: -3.829 2.148 0.908  -0.180
O: -3.845 0.775 0.526  -0.177
C: -3.199 -0.101 1.426  -0.114
N: -3.403 2.887 -1.376  0.042
H: -5.982 3.863 -1.375  0.061
H: -6.318 3.524 0.215  0.055
H: -6.172 2.099 -0.815  0.077
H: -3.863 4.164 0.038  0.102
H: -4.615 2.233 1.659  0.118
H: -2.846 2.347 1.336  0.107
H: -3.532 -0.033 2.461  0.082
H: -2.121 0.045 1.360  0.063
H: -3.430 -1.141 1.194  0.084
H: -2.529 2.633 -0.937  0.041
H: -3.164 3.756 -1.831  0.061
C: -0.196 -2.813 -4.285  -0.066
C: -1.417 -2.163 -4.909  -0.428
C: -2.637 -3.101 -5.244  -0.105
O: -3.175 -3.700 -3.943  -0.220
C: -4.132 -4.718 -4.196  -0.141
N: -1.897 -1.142 -3.986  0.070
H: 0.513 -2.105 -3.855  0.067
H: 0.406 -3.400 -4.979  0.070
H: -0.472 -3.575 -3.556  0.060
H: -1.170 -1.777 -5.898  0.114
H: -2.424 -3.867 -5.990  0.109
H: -3.457 -2.561 -5.717  0.112
H: -4.681 -5.036 -3.309  0.081
H: -3.728 -5.557 -4.763  0.078
H: -4.891 -4.399 -4.910  0.074
H: -1.102 -0.751 -3.502  0.025
H: -2.193 -1.805 -3.283  0.052
C: 2.005 1.402 -7.462  -0.048
C: 1.353 0.972 -6.119  -0.456
C: 2.344 1.099 -4.974  -0.175
O: 2.718 2.453 -4.612  -0.203
C: 3.797 2.391 -3.699  -0.124
N: 0.099 1.530 -5.821  0.067
H: 2.807 0.708 -7.715  0.075
H: 2.313 2.446 -7.519  0.075
H: 1.288 1.307 -8.277  0.068
H: 0.987 -0.040 -6.291  0.136
H: 3.176 0.425 -5.177  0.129
H: 1.878 0.603 -4.122  0.116
H: 4.218 3.391 -3.593  0.095
H: 4.664 1.898 -4.139  0.094
H: 3.577 1.885 -2.759  0.076
H: -0.448 1.356 -6.651  0.089
H: 0.200 2.523 -5.668  0.068
C: 0.864 -4.211 2.758  -0.029
C: 0.199 -4.095 1.351  -0.474
C: 1.346 -4.515 0.369  -0.127
C: 0.829 -4.675 -1.054  -0.189
C: -0.389 -5.638 -1.011  -0.096
C: -1.553 -5.377 0.067  -0.503
N: -0.995 -5.015 1.303  -0.133
O: -1.914 -4.793 2.341  0.000
C: -2.520 -4.313 -0.578  -0.013
C: -2.285 -6.723 0.218  -0.038
C: -0.240 -2.711 1.113  -0.040
H: 1.720 -3.537 2.722  0.073
H: 1.272 -5.202 2.958  0.079
H: 0.292 -3.905 3.634  0.068
H: 2.031 -3.668 0.402  0.120
H: 1.808 -5.456 0.665  0.119
H: 1.637 -5.044 -1.686  0.108
H: 0.655 -3.703 -1.516  0.078
H: 0.104 -6.584 -0.789  0.108
H: -0.855 -5.750 -1.990  0.109
H: -3.157 -3.894 0.201  0.075
H: -2.056 -3.472 -1.093  0.065
H: -3.156 -4.753 -1.346  0.062
H: -3.253 -6.511 0.672  0.079
H: -2.422 -7.301 -0.696  0.082
H: -1.646 -7.298 0.888  0.083
H: 0.523 -2.003 1.439  0.064
H: -1.184 -2.516 1.622  0.087
H: -0.474 -2.591 0.055  0.076
H: -1.851 -5.606 2.848  0.104
C: -0.125 -0.510 7.644  -0.041
C: -0.200 -0.040 6.177  -0.475
C: -0.902 1.387 6.190  -0.120
C: -0.737 2.199 4.921  -0.188
C: 0.726 2.175 4.562  -0.165
C: 1.540 0.849 4.535  -0.440
N: 1.171 0.082 5.761  -0.139
O: 1.905 -1.105 5.923  -0.009
C: 1.205 0.122 3.216  -0.005
C: 3.017 1.294 4.795  -0.025
C: -1.088 -1.020 5.317  -0.013
H: 0.638 -0.018 8.247  0.085
H: -1.095 -0.284 8.086  0.080
H: 0.106 -1.575 7.680  0.079
H: -1.939 1.262 6.503  0.114
H: -0.482 1.997 6.989  0.117
H: -1.205 1.753 4.043  0.098
H: -1.026 3.249 4.964  0.112
H: 1.178 2.855 5.285  0.113
H: 0.904 2.749 3.653  0.099
H: 1.431 0.667 2.300  0.060
H: 0.148 -0.140 3.167  0.060
H: 1.771 -0.809 3.261  0.080
H: 3.685 0.459 4.585  0.074
H: 3.245 1.572 5.824  0.085
H: 3.306 2.095 4.115  0.059
H: -0.647 -2.003 5.151  0.073
H: -2.014 -1.170 5.873  0.079
H: -1.425 -0.694 4.333  0.054
H: 2.495 -0.962 6.666  0.101
C: -0.988 5.515 1.812  -0.072
C: -1.008 4.940 0.400  -0.300
O: 0.022 5.690 -0.200  -0.096
H: -1.573 4.882 2.479  0.067
H: -1.460 6.494 1.886  0.078
H: 0.010 5.633 2.234  0.076
H: -1.980 5.149 -0.046  0.101
H: -0.719 3.889 0.405  0.102
H: -0.036 5.446 -1.127  0.072

The calculation puts the HOMO-LUMO gap at 0.2201 Eh. For the maximum force, the calculation gives 3.59 eV Å⁻¹. As for the spin multiplicity: 1.

***

2.
Formula: C38H94N12O21
Source: the Open Molecules 2025 dataset
Level of theory: wB97M-V/def2-TZVPD

Each line ends with the Löwdin charge.
Positions of all 165 atoms, in Å:
C: -2.604 -5.478 -0.756  0.028
N: -2.713 -4.050 -1.348  -0.264
C: -1.668 -4.025 -2.470  -0.004
C: -4.120 -3.843 -2.001  0.054
C: -2.363 -2.788 -0.543  -0.104
C: -3.344 -2.333 0.487  -0.236
O: -3.766 -3.367 1.321  -0.062
H: -3.401 -5.639 -0.029  0.104
H: -1.636 -5.628 -0.278  0.098
H: -2.570 -6.224 -1.550  0.094
H: -0.683 -3.979 -2.004  0.089
H: -1.658 -3.118 -3.075  0.102
H: -1.808 -4.926 -3.066  0.104
H: -4.088 -2.895 -2.538  0.096
H: -4.847 -3.700 -1.202  0.099
H: -4.444 -4.751 -2.510  0.105
H: -2.130 -2.018 -1.278  0.109
H: -1.395 -2.959 -0.071  0.111
H: -4.199 -1.871 -0.007  0.125
H: -3.000 -1.571 1.187  0.106
H: -3.023 -3.713 1.822  0.044
C: 3.925 3.499 -0.765  0.038
N: 3.393 4.466 0.363  -0.274
C: 3.414 5.935 -0.165  0.040
C: 1.914 4.036 0.620  0.007
C: 4.229 4.324 1.728  -0.039
C: 4.298 2.837 2.231  -0.255
O: 5.514 2.801 2.918  -0.035
H: 4.986 3.711 -0.896  0.114
H: 3.321 3.709 -1.648  0.073
H: 3.856 2.438 -0.521  0.071
H: 4.405 6.379 -0.263  0.104
H: 2.806 6.417 0.601  0.096
H: 2.923 5.864 -1.136  0.084
H: 1.540 4.620 1.461  0.096
H: 1.890 2.992 0.932  0.070
H: 1.298 4.241 -0.256  0.081
H: 3.998 5.022 2.533  0.133
H: 5.243 4.536 1.387  0.122
H: 4.353 2.113 1.418  0.108
H: 3.383 2.654 2.794  0.103
H: 5.518 1.991 3.432  0.090
C: -4.137 3.857 -2.846  -0.028
C: -2.723 3.279 -2.479  -0.226
C: -1.833 4.374 -1.837  -0.157
O: -2.483 4.811 -0.622  -0.165
C: -1.701 5.171 0.476  -0.113
N: -2.927 2.140 -1.445  0.255
H: -2.118 1.817 -0.935  0.094
H: -3.677 2.392 -0.817  0.093
H: -3.200 1.290 -1.918  0.115
H: -4.765 3.072 -3.267  0.075
H: -4.073 4.672 -3.567  0.084
H: -4.738 4.285 -2.044  0.081
H: -2.230 2.957 -3.396  0.146
H: -1.698 5.190 -2.547  0.131
H: -0.861 3.891 -1.732  0.093
H: -2.161 5.910 1.131  0.086
H: -0.661 5.458 0.323  0.072
H: -1.728 4.285 1.110  0.070
C: -6.233 -2.074 4.050  -0.097
C: -5.310 -1.038 4.569  -0.246
C: -3.813 -1.162 4.146  -0.052
N: -2.770 -0.220 4.810  -0.194
C: -2.832 -0.227 6.371  0.031
C: -2.916 1.251 4.387  -0.075
C: -2.208 1.273 3.021  -0.142
C: -1.129 0.216 3.085  -0.180
C: -1.294 -0.514 4.366  -0.091
H: -7.252 -1.859 4.373  0.088
H: -5.971 -3.110 4.265  0.089
H: -6.154 -1.883 2.980  0.080
H: -5.398 -1.164 5.648  0.096
H: -5.749 -0.045 4.475  0.116
H: -3.763 -1.015 3.067  0.118
H: -3.372 -2.131 4.377  0.127
H: -2.739 -1.263 6.699  0.111
H: -3.756 0.264 6.677  0.096
H: -2.067 0.426 6.792  0.093
H: -2.405 1.945 5.055  0.133
H: -3.967 1.485 4.218  0.134
H: -1.764 2.260 2.889  0.111
H: -2.870 1.138 2.166  0.102
H: -0.154 0.683 2.946  0.106
H: -1.200 -0.396 2.186  0.096
H: -0.622 -0.014 5.063  0.119
H: -1.006 -1.565 4.331  0.105
C: 2.493 0.091 4.655  -0.084
C: 2.376 -1.275 3.945  -0.191
C: 2.766 -1.199 2.441  -0.095
N: 3.229 -2.564 1.885  -0.210
C: 4.649 -2.878 2.425  0.043
C: 2.258 -3.756 2.234  -0.036
C: 1.119 -3.410 1.227  -0.155
C: 1.859 -3.036 -0.087  -0.156
C: 3.226 -2.576 0.353  -0.120
H: 2.117 0.003 5.675  0.077
H: 2.063 0.909 4.077  0.058
H: 3.521 0.439 4.757  0.066
H: 1.364 -1.673 4.008  0.092
H: 3.014 -2.024 4.414  0.100
H: 3.423 -0.365 2.194  0.130
H: 1.873 -1.050 1.834  0.093
H: 4.469 -3.168 3.460  0.086
H: 5.203 -1.939 2.451  0.099
H: 4.968 -3.706 1.792  0.108
H: 2.683 -4.718 1.947  0.141
H: 1.799 -3.822 3.221  0.126
H: 0.506 -4.300 1.084  0.100
H: 0.362 -2.692 1.543  0.089
H: 1.996 -3.850 -0.799  0.105
H: 1.268 -2.286 -0.613  0.076
H: 3.976 -3.223 -0.103  0.128
H: 3.343 -1.517 0.125  0.113
C: 0.344 0.272 -7.371  -0.077
C: 1.527 -0.218 -6.491  -0.220
C: 1.752 0.690 -5.305  -0.098
N: 2.325 0.002 -3.993  -0.187
C: 2.534 1.110 -2.936  0.015
C: 3.703 -0.676 -4.271  -0.067
C: 3.630 -1.981 -3.469  -0.100
C: 2.085 -2.446 -3.702  -0.099
C: 1.383 -1.071 -3.465  -0.091
H: -0.046 -0.560 -7.957  0.074
H: 0.658 0.999 -8.120  0.075
H: -0.515 0.707 -6.859  0.066
H: 2.387 -0.274 -7.158  0.108
H: 1.286 -1.182 -6.043  0.092
H: 0.761 1.062 -5.048  0.121
H: 2.357 1.564 -5.546  0.134
H: 1.638 1.565 -2.513  0.104
H: 3.125 1.923 -3.357  0.089
H: 3.109 0.696 -2.108  0.079
H: 4.505 -0.020 -3.932  0.129
H: 3.781 -0.868 -5.341  0.122
H: 3.965 -1.886 -2.436  0.095
H: 4.245 -2.677 -4.040  0.112
H: 1.754 -3.189 -2.976  0.073
H: 1.973 -2.921 -4.677  0.104
H: 1.141 -0.958 -2.409  0.101
H: 0.466 -0.988 -4.048  0.116
N: 6.313 -0.758 -1.022  -0.698
O: 5.735 0.293 -1.282  -0.073
O: 7.271 -1.055 -1.665  -0.001
O: 5.943 -1.529 -0.137  -0.081
N: -5.910 1.502 0.261  -0.711
O: -4.846 1.938 0.659  -0.096
O: -6.162 0.359 0.408  -0.011
O: -6.659 2.236 -0.380  -0.028
N: -3.129 -0.050 -4.360  -0.686
O: -3.253 -0.526 -3.241  -0.085
O: -2.153 -0.269 -5.037  -0.037
O: -3.985 0.736 -4.743  -0.017
N: 1.652 4.463 -4.032  -0.670
O: 1.367 4.904 -2.891  -0.105
O: 0.829 4.038 -4.814  -0.014
O: 2.836 4.360 -4.244  -0.051
N: 0.243 0.626 -0.075  -0.625
O: -0.327 1.736 -0.107  -0.041
O: 1.420 0.566 0.208  -0.029
O: -0.354 -0.385 -0.360  -0.007
N: -1.273 -4.548 3.726  -0.676
O: -1.496 -3.569 3.023  -0.097
O: -1.019 -5.597 3.163  -0.018
O: -1.155 -4.390 4.906  -0.001

The calculation puts the HOMO-LUMO gap at 0.2544 Eh. For the maximum force, the calculation gives 5.23 eV Å⁻¹. As for the spin multiplicity: 1.

***

3.
Formula: C38H95F6N8O15PdS2
Source: the Open Molecules 2025 dataset
Level of theory: wB97M-V/def2-TZVPD

Each line ends with the Mulliken spin population.
Positions of all 165 atoms, in Å:
Pd: -2.108 1.947 -25.856  1.554
C: -1.619 6.089 -26.480  0.001
F: -1.305 6.117 -25.195  0.002
F: -1.887 7.288 -26.939  -0.001
F: -0.558 5.612 -27.145  0.000
S: -3.086 4.953 -26.792  -0.003
O: -4.291 5.714 -26.809  0.012
O: -2.819 4.264 -28.025  -0.002
N: -3.002 3.842 -25.522  0.112
S: -3.991 4.490 -24.358  0.002
O: -3.768 5.868 -24.061  0.019
O: -5.338 4.043 -24.564  0.003
C: -3.394 3.581 -22.833  0.004
F: -4.277 3.787 -21.882  0.000
F: -3.264 2.272 -23.044  -0.001
F: -2.210 4.096 -22.490  -0.003
C: -6.885 7.565 -24.535  0.000
C: -7.532 6.893 -23.317  0.000
O: -6.620 6.589 -22.282  0.000
H: -6.427 8.492 -24.186  0.000
H: -7.710 7.657 -25.234  0.000
H: -6.101 6.910 -24.913  0.000
H: -8.017 5.999 -23.750  0.000
H: -8.410 7.480 -23.015  0.000
H: -7.158 6.067 -21.677  0.000
C: 0.280 -1.060 -18.735  0.000
O: -1.104 -1.155 -19.036  0.000
C: -1.890 -0.125 -18.493  0.000
C: -3.324 -0.645 -18.511  0.000
N: -4.311 0.387 -18.139  0.000
C: -4.324 1.514 -19.088  0.000
C: -5.667 2.203 -19.083  0.000
O: -6.576 1.358 -19.785  0.000
C: -7.870 1.955 -19.814  0.000
H: 0.511 -1.872 -18.038  0.000
H: 0.548 -0.084 -18.334  0.000
H: 0.904 -1.272 -19.607  0.000
H: -1.806 0.817 -19.045  0.000
H: -1.669 0.068 -17.438  0.000
H: -3.429 -1.368 -17.699  0.000
H: -3.537 -1.181 -19.444  0.000
H: -5.205 -0.070 -18.313  0.000
H: -4.144 1.181 -20.120  0.000
H: -3.567 2.222 -18.743  0.000
H: -5.624 3.169 -19.600  0.000
H: -6.019 2.392 -18.061  0.000
H: -8.464 1.391 -20.534  0.000
H: -7.810 3.005 -20.106  0.000
H: -8.354 1.810 -18.844  0.000
C: -2.298 9.786 -23.529  0.000
O: -1.752 9.202 -22.377  0.000
C: -2.346 7.945 -22.067  0.000
C: -3.714 8.044 -21.410  0.001
N: -3.796 8.674 -20.106  0.000
C: -2.920 8.114 -19.086  0.000
C: -3.074 6.602 -18.926  0.000
O: -2.084 6.182 -18.000  0.000
C: -2.592 5.564 -16.847  0.000
H: -2.033 9.220 -24.433  0.000
H: -1.883 10.790 -23.632  0.000
H: -3.385 9.926 -23.528  0.000
H: -1.659 7.532 -21.318  0.000
H: -2.262 7.255 -22.909  0.000
H: -4.119 7.025 -21.469  0.000
H: -4.472 8.520 -22.041  0.000
H: -3.618 9.657 -20.269  0.000
H: -3.247 8.560 -18.143  0.000
H: -1.855 8.343 -19.216  0.000
H: -2.927 6.023 -19.840  0.000
H: -4.103 6.440 -18.584  0.000
H: -3.473 6.115 -16.486  0.000
H: -1.912 5.696 -16.002  0.000
H: -2.840 4.503 -16.936  0.000
C: -10.658 9.446 -31.450  0.000
O: -9.882 8.436 -32.043  0.000
C: -9.669 7.307 -31.235  0.000
C: -8.777 7.558 -30.031  0.000
N: -8.585 6.362 -29.234  0.000
C: -7.889 6.653 -27.969  0.000
C: -7.600 5.379 -27.200  -0.001
O: -8.759 4.930 -26.548  0.000
C: -8.537 3.725 -25.873  0.000
H: -10.658 10.366 -32.026  0.000
H: -10.419 9.692 -30.412  0.000
H: -11.699 9.087 -31.390  0.000
H: -9.233 6.535 -31.871  0.000
H: -10.619 6.863 -30.896  0.000
H: -9.230 8.353 -29.416  0.000
H: -7.795 7.931 -30.332  0.000
H: -9.459 5.950 -28.919  0.000
H: -8.541 7.287 -27.353  0.000
H: -6.940 7.144 -28.186  0.000
H: -6.847 5.716 -26.481  0.001
H: -7.131 4.656 -27.877  0.000
H: -7.685 3.771 -25.181  0.000
H: -8.220 2.941 -26.585  0.000
H: -9.405 3.371 -25.325  0.000
C: -5.724 1.363 -28.280  0.007
C: -4.714 1.541 -27.151  -0.033
C: -4.838 0.458 -26.109  0.009
O: -3.831 0.586 -25.110  0.033
C: -3.941 -0.329 -24.030  0.004
N: -3.317 1.539 -27.685  0.115
H: -5.637 0.341 -28.650  0.000
H: -5.499 2.094 -29.061  -0.001
H: -6.740 1.638 -28.002  0.002
H: -4.807 2.507 -26.653  0.004
H: -4.803 -0.565 -26.514  0.001
H: -5.842 0.514 -25.671  0.001
H: -4.878 -0.210 -23.483  0.000
H: -3.116 -0.185 -23.340  0.007
H: -3.893 -1.349 -24.422  0.000
H: -3.151 0.613 -28.091  0.007
H: -3.291 2.127 -28.516  0.002
C: 1.712 3.199 -24.325  0.008
C: 0.362 3.152 -25.027  -0.041
C: 0.610 2.812 -26.484  0.016
O: -0.603 2.676 -27.229  0.052
C: -0.301 2.418 -28.593  0.013
N: -0.498 2.119 -24.357  0.076
H: 1.634 3.611 -23.316  0.000
H: 2.438 3.861 -24.806  -0.001
H: 2.240 2.242 -24.250  0.000
H: -0.082 4.135 -24.879  0.004
H: 1.172 1.865 -26.443  -0.006
H: 1.281 3.544 -26.937  0.000
H: 0.280 1.503 -28.744  0.002
H: 0.213 3.273 -29.030  0.001
H: -1.204 2.255 -29.175  0.004
H: -0.396 2.328 -23.361  0.003
H: 0.067 1.262 -24.358  0.009
C: 5.596 9.227 -24.984  0.000
C: 4.472 8.532 -24.230  0.000
C: 3.953 7.280 -24.938  0.000
O: 2.920 6.608 -24.250  0.000
C: 1.709 7.338 -24.263  0.000
N: 4.919 8.259 -22.857  0.000
H: 5.274 9.911 -25.773  0.000
H: 6.272 8.540 -25.505  0.000
H: 6.169 9.833 -24.284  0.000
H: 3.667 9.272 -24.177  0.000
H: 4.811 6.601 -24.974  0.000
H: 3.695 7.531 -25.976  0.000
H: 1.792 8.320 -23.799  0.000
H: 0.945 6.740 -23.763  0.000
H: 1.326 7.483 -25.285  0.000
H: 4.434 7.424 -22.528  0.000
H: 5.884 7.932 -22.891  0.000
C: -1.759 10.854 -27.143  0.000
C: -1.969 12.008 -28.101  0.000
C: -3.156 12.899 -27.762  0.000
O: -2.821 13.650 -26.599  0.000
C: -3.788 14.660 -26.363  0.000
N: -0.755 12.808 -28.270  0.000
H: -0.848 10.936 -26.521  0.000
H: -1.592 9.874 -27.580  0.000
H: -2.415 10.881 -26.265  0.000
H: -2.164 11.535 -29.069  0.000
H: -4.085 12.343 -27.568  0.000
H: -3.391 13.574 -28.595  0.000
H: -4.809 14.373 -26.617  0.000
H: -3.464 15.586 -26.842  0.000
H: -3.787 14.855 -25.287  0.000
H: -0.590 13.281 -27.393  0.000
H: -0.719 13.411 -29.074  0.000

The calculation puts the HOMO-LUMO gap (alpha / beta) at 0.2590 / 0.1641 Eh. For the maximum force, the calculation gives 2.84 eV Å⁻¹. Its expectation value of S² is 2.004. As for the charge: +1. As for the spin multiplicity: 3.